2 unconnected molecules or ions with the total composition C12H6N5O9 in a non-equilibrium geometry, computed with ωB97M-V with the def2-TZVPD basis set.

Structure (XYZ):
```
32
Properties=species:S:1:pos:R:3:forces:R:3
O 0.173412 -1.217207 -0.633622 -0.19 -0.11 -0.23
C 1.411922 -1.281934 -0.809878 1.43 0.04 -0.08
C 2.172075 -2.546659 -0.885378 -0.70 0.58 0.18
C 3.538427 -2.583288 -0.902305 0.28 0.40 -0.10
C 4.284853 -1.378564 -0.914310 -0.20 0.08 0.09
N 5.706200 -1.404116 -0.909921 0.74 0.06 0.03
O 6.320907 -0.310250 -0.909256 -0.49 -1.44 -0.01
O 6.293755 -2.510260 -0.904658 -0.53 1.33 -0.02
C 3.616390 -0.132684 -0.926708 0.15 -0.29 -0.09
C 2.250673 -0.079087 -0.927241 -0.58 -0.59 0.19
H 1.596017 -3.469291 -0.878564 0.06 0.14 0.05
H 4.084246 -3.525997 -0.906442 -0.18 0.23 -0.03
H 4.208380 0.779186 -0.939718 -0.09 -0.22 -0.06
H 1.735065 0.877742 -0.976224 0.09 -0.08 0.04
O -6.115395 1.781248 -0.038644 1.77 -0.92 1.15
N -5.443997 1.134726 0.783225 -2.05 -0.33 0.64
O -5.967071 0.462986 1.703839 0.85 1.15 -1.53
C -3.990508 1.104450 0.725437 1.20 -0.35 0.11
C -3.301903 0.359823 1.687020 -0.57 0.57 -0.87
C -1.893904 0.215799 1.628853 0.41 1.03 -1.49
N -1.213331 -0.470847 2.702809 1.70 -1.43 1.71
O -1.891521 -0.877999 3.671566 0.77 0.78 -1.71
O 0.022811 -0.627926 2.630329 -2.52 0.58 -0.10
C -1.131872 0.790815 0.594280 0.37 -0.51 1.62
C -1.810065 1.601359 -0.296320 -0.35 1.46 -1.64
N -1.318464 2.456748 -1.301953 0.05 -1.09 1.01
O -0.186470 2.712397 -1.678331 -1.47 -0.15 0.27
O -2.427604 3.073220 -1.875626 0.61 -0.59 0.56
N -3.603939 2.663963 -1.257210 0.77 -1.12 1.26
C -3.208280 1.791821 -0.297441 -1.47 0.95 -0.87
H -3.855823 -0.116285 2.492443 0.14 0.10 -0.25
H -0.055000 0.726110 0.549942 -0.02 -0.25 0.16
```
Forces are in eV/Å.

**HOMO-LUMO gap**: 0.1595 hartree
**DFT total energy**: -38407.955 eV
**Energy above the lowest of the compared OMol25 structures with the same formula, charge and spin**: 0.164 eV
**LUMO**: -0.14 eV
**Total charge**: -1

Per-atom Löwdin charges, elementary charge units: -0.075, -0.434, -0.027, -0.038, -0.209, -0.364, -0.019, -0.014, -0.034, -0.033, 0.094, 0.107, 0.108, 0.078, 0.073, -0.320, 0.033, -0.052, 0.112, -0.101, -0.313, 0.046, 0.085, 0.121, -0.078, -0.144, 0.100, 0.049, 0.139, -0.140, 0.132, 0.115



A molecular structure, C31H40IN5O7P2S2W in a non-equilibrium geometry, computed with ωB97M-V with the def2-TZVPD basis set.

Structure (XYZ):
```
89
Properties=species:S:1:pos:R:3:forces:R:3
W 0.038206 -0.557834 -1.289421 2.40 -2.94 -1.46
O -0.720646 -1.450665 0.482225 0.01 -0.26 0.74
N -1.907943 -1.918714 0.835846 -0.47 0.19 -0.63
C -1.970262 -2.858216 1.803373 0.27 0.06 -0.03
C -3.175397 -3.324071 2.247668 -0.14 -0.07 0.18
C -4.360991 -2.840436 1.685696 0.20 0.31 -0.30
C -4.279325 -1.917330 0.666790 -0.21 -0.46 0.43
C -3.039371 -1.447995 0.227931 0.69 0.38 -0.59
S -2.856768 -0.298948 -1.017111 -0.77 0.01 -0.22
H -1.013531 -3.190042 2.177553 0.04 0.03 -0.03
H -3.196875 -4.059029 3.037388 0.07 -0.05 0.00
H -5.321295 -3.186788 2.037263 -0.03 -0.05 0.00
H -5.155243 -1.527854 0.171947 -0.04 0.00 -0.01
I 0.695699 2.015273 -2.407828 -0.25 0.21 -0.57
C -1.204604 -0.585957 -3.238750 -0.38 -0.75 1.04
C -1.695895 0.023016 -4.364914 -0.13 0.67 0.07
C -2.251979 -0.741745 -5.412288 0.32 0.20 0.24
C -2.332617 -2.109412 -5.332456 -0.06 -0.35 0.04
C -1.861863 -2.793224 -4.192164 0.51 0.27 -0.18
C -1.900117 -4.190244 -3.990961 -0.06 -0.21 -0.10
C -1.448719 -4.738024 -2.822226 -0.23 0.19 -0.05
C -0.913877 -3.925505 -1.795774 0.21 0.17 0.67
C -0.857651 -2.571895 -1.957201 -0.39 1.32 -0.99
C -1.312284 -1.999465 -3.155844 -0.49 -0.41 0.13
H -1.659271 1.100399 -4.479021 -0.03 0.03 0.07
H -2.622149 -0.224841 -6.287680 0.04 -0.02 -0.05
H -2.781847 -2.679310 -6.136041 -0.11 0.01 -0.01
H -2.268816 -4.821970 -4.789311 -0.03 -0.05 0.00
H -1.474137 -5.808353 -2.673285 0.00 -0.05 -0.03
H -0.537000 -4.404948 -0.899612 0.17 0.02 -0.02
C 0.963553 -0.485803 4.206985 0.12 0.19 -0.23
C 1.354398 -0.741640 2.761702 -0.30 -0.54 0.34
C 2.204640 -1.992732 2.639743 0.06 0.34 -0.23
O 2.091506 0.425915 2.326431 0.05 0.60 -0.14
P 2.399159 0.877662 0.855422 0.29 -1.83 0.09
O 1.758134 0.061406 -0.220011 0.54 0.71 0.88
C 1.872767 2.571328 0.816668 -2.74 0.77 -0.07
P -0.287947 2.342656 0.825493 -0.13 -2.05 0.28
O -0.558510 0.997065 0.184275 -0.07 1.45 0.31
O -0.555375 1.997174 2.375067 0.25 0.62 -0.51
C -0.610173 2.874199 3.513820 0.03 0.45 0.63
C -1.687035 3.948128 3.432133 -0.01 -0.32 -0.14
C 0.736162 3.511557 3.829826 -0.10 -0.31 -0.13
O -1.379620 3.431970 0.484880 2.46 -0.08 0.55
C -2.700044 3.579880 -0.106186 -0.72 0.06 -0.61
C -2.671969 3.311573 -1.598438 0.19 0.07 0.19
C -3.738863 2.743484 0.615732 0.35 0.02 0.25
O 3.959242 0.665908 0.859866 -0.63 0.71 0.10
C 4.928512 0.996639 -0.163769 0.50 0.10 -0.63
C 4.502532 0.528091 -1.545689 -0.10 -0.05 0.29
C 5.256050 2.481034 -0.118550 -0.07 -0.19 0.26
H 0.295915 -1.272019 4.555350 -0.02 -0.04 0.02
H 0.459133 0.472459 4.294596 -0.10 0.01 0.04
H 1.851020 -0.468779 4.839579 0.03 -0.03 0.05
H 0.463552 -0.824174 2.136582 0.12 0.07 0.02
H 3.121627 -1.880333 3.218724 0.01 -0.03 0.06
H 2.465362 -2.179039 1.600236 0.00 -0.10 -0.02
H 1.645666 -2.846057 3.023245 0.01 -0.06 -0.02
H 2.111865 3.108704 -0.092025 0.08 -0.09 -0.09
H 2.182396 3.097867 1.711780 -0.08 0.08 0.06
H -0.875805 2.200021 4.334005 0.06 -0.02 -0.14
H -1.509357 4.605883 2.585312 -0.04 0.13 0.03
H -1.673362 4.531907 4.351311 0.04 0.02 0.02
H -2.672236 3.499303 3.336176 -0.05 0.02 -0.04
H 0.984204 4.261195 3.077411 0.05 0.11 0.05
H 1.522565 2.758815 3.870186 0.06 -0.01 0.00
H 0.674273 3.999018 4.801331 0.03 0.06 -0.01
H -2.904972 4.640603 0.064706 0.09 -0.09 0.00
H -2.578306 2.246588 -1.799258 0.08 -0.01 -0.04
H -1.834136 3.835133 -2.053458 -0.03 -0.03 -0.09
H -3.598946 3.666032 -2.047359 -0.07 0.03 0.05
H -3.479612 1.688605 0.564709 0.00 -0.06 -0.04
H -4.706530 2.882380 0.136262 -0.01 0.04 -0.05
H -3.822234 3.037385 1.659268 -0.07 0.02 0.02
H 5.805998 0.427183 0.152606 -0.10 0.05 0.02
H 3.680912 1.133239 -1.933133 -0.04 -0.04 -0.04
H 4.180670 -0.512430 -1.508404 0.00 0.00 -0.10
H 5.343363 0.608054 -2.233561 0.02 0.01 0.02
H 4.430318 3.081730 -0.501681 0.00 0.01 -0.09
H 6.140601 2.676847 -0.721442 -0.02 0.03 -0.09
H 5.468541 2.789630 0.904993 0.03 0.03 0.03
S 3.192737 -1.696920 -4.771595 0.66 -0.28 -0.65
C 2.137806 -1.275524 -3.678079 -0.85 0.45 0.84
N 1.358572 -0.946470 -2.859215 -0.31 0.27 0.33
N 4.911492 -4.926714 -2.134762 0.03 0.02 -0.03
C 4.065565 -4.383339 -1.561483 0.09 -0.01 -0.33
N 3.149490 -3.848049 -0.808744 0.14 -0.33 0.67
C 2.228891 -3.012799 -0.881659 -0.47 0.42 -0.09
N 1.332444 -2.267339 -0.739726 -0.41 0.18 -0.14
```
Forces are in eV/Å.

**HOMO-LUMO gap (alpha / beta)**: 0.2315 / 0.1649 hartree
**DFT total energy**: -104753.027 eV
**2S+1**: 3
**Energy above the lowest of the compared OMol25 structures with the same formula, charge and spin**: 6.903 eV
**LUMO (alpha / beta)**: -0.55 / -2.99 eV

Per-atom Löwdin charges, elementary charge units: 1.470, -0.336, -0.143, -0.003, -0.049, -0.050, -0.070, -0.583, 0.852, 0.139, 0.111, 0.112, 0.108, 0.571, -0.314, -0.112, -0.056, -0.010, -0.158, -0.027, -0.066, -0.074, -0.175, -0.292, 0.078, 0.106, 0.115, 0.113, 0.104, 0.104, -0.022, -0.418, -0.022, -0.165, 0.481, -0.473, -0.166, 0.641, -0.571, -0.187, -0.433, -0.041, -0.050, -0.209, -0.394, -0.079, -0.039, -0.139, -0.409, -0.046, -0.042, 0.088, 0.053, 0.091, 0.106, 0.094, 0.058, 0.087, -0.008, 0.039, 0.136, 0.079, 0.090, 0.070, 0.081, 0.076, 0.091, 0.145, 0.018, 0.045, 0.092, 0.030, 0.096, 0.062, 0.147, 0.037, 0.079, 0.097, 0.071, 0.090, 0.085, 0.608, -0.948, -0.169, 0.091, -0.403, 0.105, -0.307, 0.019



2 unconnected molecules or ions with the total composition C2ClF5 in a non-equilibrium geometry, computed with ωB97M-V with the def2-TZVPD basis set.

Structure (XYZ):
```
8
Properties=species:S:1:pos:R:3:forces:R:3
C 0.536636 0.662808 0.008407 0.79 -0.88 2.06
C -0.024511 -0.808656 0.113088 -0.31 1.42 -1.23
F 1.544677 0.620556 -0.831805 0.41 0.20 -0.27
F 1.049210 1.010680 1.281869 -0.97 -0.40 -1.92
F -0.316917 1.564964 -0.382194 -0.33 0.07 0.30
F 0.778622 -1.692132 -0.414120 -0.36 -0.06 0.25
F -0.612190 -1.192808 1.182686 0.01 -0.14 0.65
Cl -2.955524 -0.165412 -0.957930 0.76 -0.21 0.16
```
Forces are in eV/Å.

**HOMO-LUMO gap (alpha / beta)**: 0.3764 / 0.2300 hartree
**DFT total energy**: -28180.488 eV
**Energy above the lowest of the compared OMol25 structures with the same formula, charge and spin**: 3.580 eV
**LUMO (alpha / beta)**: -1.34 / -3.75 eV

Per-atom Löwdin charges, elementary charge units: -0.546, -0.265, 0.186, 0.097, 0.172, 0.187, 0.192, -0.024



> Which of these has the lowest energy above the lowest of the compared OMol25 structures with the same formula, charge and spin?

C12H6N5O9